C11H15N | ωB97M-V/def2-TZVPD

The geometry in ORCA input format:
```
! RIJCOSX wB97M-V def2-TZVPD def2/J DEFGRID3
* xyz 0 1
N 2.41 -0.04 -0.54
C 2.31 2.19 -0.10
C 0.46 -0.97 0.96
C -2.56 -2.92 -1.82
C 3.02 1.19 -0.80
C -0.54 -0.47 1.74
C -0.68 0.95 1.88
C -3.90 -2.76 -1.05
C 0.17 1.88 1.42
C 2.81 3.48 0.32
C 1.36 0.09 0.34
C 1.26 1.49 0.64
H 3.05 4.17 -0.58
H -1.70 -2.82 -1.18
H -1.33 -1.13 2.10
H -1.66 1.15 2.48
H -4.28 -3.74 -0.51
H 3.82 3.15 0.72
H 0.48 -2.00 0.54
H -4.82 -2.71 -1.79
H -2.54 -1.96 -2.47
H 0.05 2.96 1.65
H -3.83 -2.00 -0.34
H 4.03 1.28 -1.11
H 2.44 4.03 1.16
H -2.58 -3.67 -2.59
H 2.74 -0.79 -1.10
*
```

Computed properties:
Gap between HOMO and LUMO   8.79 eV
Structure (SMILES)   Cc1c[nH]c2ccccc12.CC
Largest force on an atom   0.098 Eh/bohr
Energy   -13138.408 eV
Highest occupied orbital energy   -7.881 eV

=====

C6H5F3N3O | ωB97M-V/def2-TZVPD

The geometry in ORCA input format:
```
! RIJCOSX wB97M-V def2-TZVPD def2/J DEFGRID3
* xyz 1 1
F 2.37 1.41 0.14
F 2.83 -0.34 1.35
F 0.44 1.51 1.72
O -1.25 2.02 -1.27
N -0.11 0.14 -0.47
N 2.12 0.08 0.32
N 0.82 -1.70 0.52
C -0.76 1.56 -0.35
C -0.02 -2.51 0.00
C -0.81 -2.09 -1.06
C -0.52 2.10 0.96
C 0.92 -0.43 0.21
C -0.91 -0.70 -1.23
H -1.57 1.98 1.45
H -0.44 3.23 1.04
H -1.54 -0.19 -1.99
H -0.03 -3.46 0.47
H -1.53 -2.62 -1.80
*
```

Computed properties:
Gap between HOMO and LUMO   9.29 eV
Structure (SMILES)   O=C(CF)n1cccnc1=[N+](F)F
Largest force on an atom   0.096 Eh/bohr
Energy   -20959.848 eV
Highest occupied orbital energy   -14.622 eV

=====

H14O7 | ωB97M-V/def2-TZVPD

The geometry in ORCA input format:
```
! RIJCOSX wB97M-V def2-TZVPD def2/J DEFGRID3
* xyz 0 1
O -1.10 3.09 -0.80
O 3.37 -0.71 0.20
O -4.41 1.01 1.58
O 5.03 0.13 -1.00
O 2.08 -1.58 2.10
O -4.03 -3.23 -1.46
O -0.64 0.14 0.41
H 1.76 -2.45 2.33
H -3.53 1.33 1.82
H -4.51 1.27 0.65
H 4.56 0.43 -0.21
H 1.38 -0.99 2.40
H 2.61 -0.28 0.59
H -1.33 0.77 0.18
H -0.35 3.56 -1.20
H -1.66 2.85 -1.55
H -3.25 -3.59 -1.91
H 0.16 0.50 0.02
H 3.31 -0.49 -0.74
H 4.53 0.51 -1.73
H -3.99 -2.29 -1.67
*
```

Computed properties:
Gap between HOMO and LUMO   10.08 eV
Structure (SMILES)   O.O.O.O.O.O.O
Largest force on an atom   0.053 Eh/bohr
Energy   -14558.140 eV
Highest occupied orbital energy   -10.339 eV

=====

C28H26AuO3Sb | ωB97M-V/def2-TZVPD

The geometry in ORCA input format:
```
! RIJCOSX wB97M-V def2-TZVPD def2/J DEFGRID3
* xyz 0 1
Au -0.17 0.01 -0.37
Sb 1.74 0.17 -1.99
O 0.76 0.63 2.53
O -3.11 1.52 1.45
O -1.48 -0.01 1.23
C 3.50 3.97 -0.75
C 4.10 -3.17 -3.47
C 4.58 -3.78 -2.32
C 1.35 2.90 2.47
C 3.30 -2.04 -3.36
C 5.29 2.36 -0.70
C -1.94 1.22 1.50
C 2.15 1.04 -4.96
C -0.11 0.43 -4.32
C 4.40 1.39 -1.13
C 3.06 -1.66 0.43
C 3.61 1.26 -4.64
C -0.56 0.69 -5.61
C 0.35 1.12 -6.57
C 2.98 -1.53 -2.11
C 2.60 3.01 -1.19
C 3.07 1.70 -1.37
C 0.40 1.90 2.26
C 4.24 -3.28 -1.07
C 1.68 1.29 -6.24
C 1.24 0.60 -3.99
C -1.18 3.59 1.60
C 1.03 4.22 2.24
C 1.17 3.38 -1.45
C -0.88 2.25 1.80
C 4.83 3.66 -0.51
C -0.24 4.58 1.81
C 3.44 -2.15 -0.94
H 5.20 -4.66 -2.39
H 4.61 -3.77 -0.18
H 3.21 -0.58 0.54
H 3.65 -2.15 1.20
H -1.60 0.55 -5.86
H 2.33 2.61 2.82
H 2.00 -1.86 0.64
H 3.75 2.19 -4.09
H 2.92 -1.57 -4.26
H 6.32 2.11 -0.51
H 0.82 3.02 -2.42
H 4.76 0.38 -1.29
H 4.03 0.46 -4.03
H 4.35 -3.57 -4.45
H 0.00 0.06 2.28
H 0.51 2.96 -0.68
H 0.01 1.32 -7.58
H 1.78 4.99 2.41
H 5.51 4.43 -0.17
H 1.03 4.46 -1.42
H -0.50 5.62 1.64
H -0.81 0.10 -3.57
H -2.19 3.83 1.27
H 2.38 1.62 -7.00
H 4.19 1.33 -5.56
H 3.15 4.99 -0.61
*
```

Computed properties:
Gap between HOMO and LUMO   8.61 eV
Largest force on an atom   0.009 Eh/bohr
Energy   -45831.033 eV
Highest occupied orbital energy   -8.354 eV

=====

C9H12IP | ωB97M-V/def2-TZVPD

The geometry in ORCA input format:
```
! RIJCOSX wB97M-V def2-TZVPD def2/J DEFGRID3
* xyz 0 1
I 0.34 -0.21 2.94
P -1.61 0.86 1.85
C -3.51 0.04 -0.20
C 2.49 0.69 0.11
C 1.85 1.16 -0.98
C -3.28 0.05 2.40
C 3.28 -0.48 0.02
C 2.75 -0.65 -2.32
C -2.78 -0.41 1.05
C 3.53 -1.06 -1.22
C 1.91 0.45 -2.18
H -4.16 -0.68 -0.72
H 3.95 -0.56 0.87
H -2.80 0.41 -0.93
H -3.88 0.93 2.25
H 1.35 0.80 -2.97
H -4.15 0.91 0.13
H -2.49 -1.58 1.08
H 4.02 -2.08 -1.25
H -3.62 -0.71 3.13
H 2.42 1.01 1.17
H 1.47 2.16 -0.92
H 2.93 -1.05 -3.28
*
```

Computed properties:
Gap between HOMO and LUMO   8.94 eV
Structure (SMILES)   C[C@@H]1CP1I.c1ccccc1
Largest force on an atom   0.068 Eh/bohr
Energy   -26915.155 eV
Highest occupied orbital energy   -8.880 eV

=====

gap between HOMO and LUMO of number 5 (C9H12IP)? 8.94 eV

=====

largest force on an atom of number 4 (C28H26AuO3Sb)? 0.009 Eh/bohr

=====

Which formula does entry 1 have? C11H15N